Density functional theory data (ωB97M-V with the def2-TZVPD basis set) for C42H47BrGaN8O2S2Si as an isolated structure.

The max |F| is 1.71 eV/A. The value obtained for the HOMO energy is -9.40 eV. As for the energy relative to the best compared isomer or geometry (same formula, charge and spin): 0.26 kcal/mol. As for the total charge: +1. The molecular weight is 937.739 g mol⁻¹.

Geometry (Å):
Ga1 -0.0545 -0.3173 -0.0209
Br1 6.2410 5.8808 -0.2861
C1 6.2445 4.3173 0.8040
C2 7.3200 3.4407 0.7626
C3 7.3055 2.3199 1.5640
C4 6.2036 2.0438 2.3835
C5 5.1301 2.9427 2.4113
C6 5.1589 4.0797 1.6327
N1 6.3069 0.9820 3.2656
N2 5.3924 0.2608 3.6555
C7 4.1235 0.1570 3.1370
C8 3.0868 0.0142 4.0575
C9 1.7603 -0.0726 3.6715
C10 1.4047 -0.0771 2.3255
O1 0.1717 -0.1025 1.9109
C11 2.4635 -0.0591 1.3647
N3 2.0909 -0.1956 0.0804
C12 2.9878 -0.1688 -0.8775
C13 4.3523 -0.0648 -0.5983
C14 4.7730 0.0158 0.7078
C15 3.8257 0.0655 1.7452
H1 8.1630 3.6450 0.1218
H2 8.1327 1.6278 1.5550
H3 4.2924 2.7634 3.0708
H4 4.3385 4.7780 1.6683
H5 3.3434 0.0506 5.1071
H6 0.9792 -0.1279 4.4136
H7 2.6147 -0.2557 -1.8895
H8 5.0673 -0.0811 -1.4044
H9 5.8294 0.0177 0.9343
C16 0.1943 -2.9058 -2.3577
Si1 -0.0518 -1.2281 -3.2112
C17 1.3792 -1.0889 -4.4651
C18 -1.7377 -1.3724 -4.1161
N4 -0.0489 0.0397 -1.9960
C19 -0.1120 1.3760 -2.3408
C20 -0.3192 1.8224 -3.6509
C21 -0.4091 3.1644 -3.9700
C22 -0.3365 4.1262 -2.9800
C23 -0.1613 3.7218 -1.6673
C24 -0.0160 2.3828 -1.3552
O2 0.1573 1.9339 -0.0523
C25 0.3947 2.8220 0.9915
C26 -0.3086 2.6235 2.1727
C27 -0.0448 3.4113 3.2747
C28 0.8668 4.4467 3.1842
C29 1.5353 4.6705 1.9936
C30 1.3292 3.8472 0.9008
H10 0.3510 -3.6814 -3.0997
H11 -0.6764 -3.1907 -1.7758
H12 1.0570 -2.8791 -1.6995
H13 1.3420 -1.9306 -5.1488
H14 2.3565 -1.1034 -3.9925
H15 1.3167 -0.1867 -5.0599
H16 -1.7130 -2.2365 -4.7726
H17 -1.9621 -0.5151 -4.7413
H18 -2.5715 -1.5259 -3.4337
H19 -0.4081 1.0903 -4.4340
H20 -0.5493 3.4568 -4.9989
H21 -0.4088 5.1756 -3.2139
H22 -0.1374 4.4604 -0.8817
H23 -1.0355 1.8309 2.2303
H24 -0.5725 3.2234 4.1966
H25 1.0564 5.0711 4.0423
H26 2.2147 5.5052 1.9066
H27 1.8875 4.0048 -0.0089
C31 -1.2615 -6.2716 0.9772
N5 -1.1978 -4.9268 0.4368
C32 -2.4618 -4.2220 0.4576
C33 -0.0557 -4.2183 0.4302
S1 -0.1001 -2.5977 1.0089
N6 1.0915 -4.8102 0.0771
C34 2.3788 -4.2112 0.3355
C35 1.1497 -5.9668 -0.7933
H28 -1.8252 -6.2481 1.9127
H29 -0.2659 -6.6418 1.1941
H30 -1.7730 -6.9470 0.2915
H31 -3.2447 -4.9137 0.1524
H32 -2.4270 -3.3824 -0.2383
H33 -2.7024 -3.8266 1.4481
H34 2.2932 -3.4609 1.1191
H35 2.7905 -3.7412 -0.5626
H36 3.0748 -4.9885 0.6534
H37 0.1686 -6.1916 -1.2019
H38 1.5440 -6.8439 -0.2748
H39 1.8213 -5.7398 -1.6247
N7 -2.9916 1.0944 -2.0626
C36 -2.8714 1.4224 -0.7719
S2 -2.4928 0.1855 0.3524
N8 -3.1501 2.6839 -0.4397
C37 -3.1470 3.3243 0.8186
C38 -2.7235 4.6507 0.8599
C39 -2.7220 5.3347 2.0598
C40 -3.1635 4.7124 3.2162
C41 -3.5996 3.3991 3.1680
C42 -3.5984 2.7006 1.9733
H40 -2.6356 0.1993 -2.3703
H41 -3.1027 1.8039 -2.7738
H42 -3.3020 3.3263 -1.2123
H43 -2.4117 5.1450 -0.0493
H44 -2.3949 6.3637 2.0864
H45 -3.2027 5.2622 4.1446
H46 -3.9679 2.9155 4.0591
H47 -3.9638 1.6892 1.9298